Formula: C10H15N3O2PtSbSe4
Source: OMol25
Level of theory: wB97M-V/def2-TZVPD

Structure (XYZ):
```
36
Properties=species:S:1:pos:R:3:forces:R:3:lowdin_spin:R:1
Pt -1.28206 0.16424 0.58847 -0.139 0.090 -0.319 1.367
Sb -1.84902 -2.48692 2.57277 0.007 0.154 0.004 0.046
Se -1.31480 -0.09214 3.04046 -0.032 -0.205 0.104 0.337
Se -3.11225 -1.74113 0.51269 0.114 -0.014 0.088 0.880
Se -3.38436 -3.38696 4.30975 0.060 -0.032 -0.033 0.899
Se -0.13294 -4.10003 2.07298 -0.048 -0.012 0.046 0.054
O -1.74671 2.05532 -3.13887 0.042 -0.079 -0.058 0.008
O -1.58933 0.47983 -1.55598 -0.004 -0.039 -0.017 0.098
N 0.61511 -0.67335 -0.37534 -0.107 0.032 0.041 0.128
N -0.98254 2.35737 0.29765 0.078 0.007 0.040 0.107
N 2.09636 -3.10930 -0.37094 0.000 -0.019 0.005 0.001
C -0.72139 4.61414 0.98550 0.009 -0.038 0.058 0.003
C 2.71711 -1.89378 0.24282 -0.013 0.081 0.029 0.005
C -0.71307 3.25806 1.24681 -0.002 0.008 -0.038 0.007
C -1.01937 5.04394 -0.29983 -0.014 0.031 -0.049 -0.002
C -1.56990 1.69404 -1.99690 -0.040 0.211 0.191 0.006
C 0.18343 -1.84159 -1.16527 0.043 -0.029 0.023 0.009
C 1.33012 -2.73174 -1.60242 -0.041 0.037 -0.043 0.005
C 1.59482 -0.96589 0.68172 0.017 -0.039 -0.007 0.010
C -1.27274 2.76400 -0.94173 0.000 -0.056 -0.108 0.007
C -1.29639 4.10640 -1.27959 0.009 -0.011 0.044 0.004
H 3.37347 -1.44770 -0.50436 0.002 -0.022 -0.014 0.000
H 0.94734 -3.63837 -2.06705 0.021 -0.015 0.014 0.001
H -1.03751 6.10028 -0.53256 0.001 0.000 0.004 0.000
H -1.53613 4.37186 -2.29887 0.000 0.002 -0.006 0.001
H 2.02518 -2.24260 -2.28509 0.006 -0.004 0.002 0.000
H 2.01185 -0.02836 1.04437 0.003 0.004 0.002 0.000
H 2.80073 -3.81666 -0.57612 0.002 0.005 0.002 0.000
H 1.06704 -1.43378 1.51307 0.011 0.008 -0.014 0.004
H -0.50393 5.31382 1.77981 0.003 0.005 -0.009 0.001
H -0.48511 -2.43794 -0.54446 -0.001 -0.003 0.011 0.008
H 3.30735 -2.20090 1.10412 0.000 -0.028 -0.007 0.001
H -0.38804 -1.47631 -2.01603 0.003 -0.002 -0.005 0.000
H -0.49295 2.87100 2.23379 -0.003 -0.002 0.000 0.002
H 0.93631 0.06212 -0.99819 0.003 -0.007 -0.006 0.001
H 1.42432 -3.51100 0.32282 0.006 -0.017 0.026 0.003
```
Positions in Å, forces in eV/Å.

**Multiplicity**: 5
**Calculated total energy**: -10669.85539 a.u.
**⟨S²⟩**: 6.02
**Energy relative to the best compared isomer or geometry (same formula, charge and spin)**: 0.00 kJ/mol
**Charge**: +1

Formula: C10H15N3O3S2
Source: OMol25
Level of theory: wB97M-V/def2-TZVPD

Structure (XYZ):
```
33
Properties=species:S:1:pos:R:3:forces:R:3:lowdin_charge:R:1
S 0.43860 -0.65017 -3.33670 0.231 0.100 0.066 0.897
S 0.17697 -1.29885 3.10353 0.618 0.217 -0.675 1.068
O -0.79309 1.58304 -0.72325 0.378 -0.145 -0.030 -0.045
O -1.68972 -1.48170 -1.43383 -0.197 -0.093 0.018 0.072
O -2.80275 2.44177 -1.21746 -0.083 0.012 0.044 0.114
N 2.42189 -0.60727 2.10659 1.193 0.286 0.955 0.003
N 1.63145 -0.78122 1.05419 -0.780 -0.219 -1.307 -0.001
N -0.59405 -1.37741 0.50287 -0.793 -0.281 0.162 0.105
C 1.87534 -0.82118 3.24136 -0.805 -0.213 0.106 -0.645
C 0.54093 2.61790 0.98606 -0.263 -0.252 -0.257 -0.050
C 0.43253 -1.13925 1.36078 0.237 0.011 1.226 -0.624
C -1.82532 1.82329 -1.54476 -0.376 0.087 -0.346 -0.488
C 0.65386 -0.92415 -1.55478 -0.077 0.256 -0.986 -0.402
C -0.17654 1.06689 -3.36124 0.133 -0.516 0.096 -0.449
C -1.62966 1.22298 -2.91677 -0.099 0.078 -0.001 -0.134
C -0.84551 2.13787 0.59219 -0.099 0.406 0.468 -0.204
C -0.64127 -1.27241 -0.88011 0.137 0.020 0.070 -0.515
C 2.54902 -0.69648 4.54854 0.035 -0.012 0.259 -0.086
H -2.11639 0.24237 -2.89827 0.011 0.148 -0.021 0.107
H -1.20064 1.35905 1.27685 -0.012 0.079 -0.098 0.117
H 2.03566 0.03444 5.17172 0.048 0.036 0.079 0.079
H 2.54023 -1.65223 5.07089 0.060 -0.010 0.076 0.079
H 1.25514 1.79887 0.94627 0.098 -0.033 0.039 0.054
H 0.87440 3.40072 0.30974 0.038 0.107 -0.035 0.081
H 1.10267 -0.04085 -1.10432 0.001 -0.216 0.025 0.067
H 0.50119 1.66532 -2.75376 -0.020 0.101 -0.132 0.078
H 3.57614 -0.38101 4.38814 0.024 0.010 -0.005 0.085
H 1.35247 -1.75460 -1.44600 0.038 0.074 0.100 0.090
H -1.57074 2.95829 0.59608 0.120 -0.211 0.043 0.122
H -0.06679 1.35961 -4.40461 0.030 0.042 0.035 0.070
H 0.51342 3.01504 1.99681 0.015 0.050 0.119 0.080
H -2.19046 1.84549 -3.61612 0.015 0.026 0.126 0.125
H -1.48061 -1.63770 0.92124 0.142 0.056 -0.218 0.150
```
Positions in Å, forces in eV/Å.

**Calculated total energy**: -1576.43080 a.u.
**Energy relative to the best compared isomer or geometry (same formula, charge and spin)**: 12.64 kJ/mol
**Charge**: 0

Formula: C10H15N3OS
Source: OMol25
Level of theory: wB97M-V/def2-TZVPD

Structure (XYZ):
```
30
Properties=species:S:1:pos:R:3:forces:R:3:lowdin_charge:R:1
S 1.54093 0.64937 1.28568 -5.582 -4.603 2.773 1.187
O -0.45866 -0.99128 0.87708 0.511 3.048 -5.504 -0.090
N 3.12982 1.67157 0.05902 7.644 4.748 -7.645 -0.048
N 0.62835 -0.11726 -1.03212 -5.772 -2.846 -2.048 0.130
N 2.45599 1.11509 -0.89680 4.653 2.753 -4.943 0.063
C 3.58411 2.27571 2.38413 1.235 -2.867 0.710 -0.051
C -2.19180 -0.56013 -2.09054 11.574 -6.765 -9.355 -0.306
C -4.00934 -0.80265 -0.54481 -4.564 3.282 -1.962 -0.177
C -2.36333 -2.52634 -0.63900 6.503 4.434 12.642 -0.087
C -1.28414 -1.65359 -1.28207 -2.454 2.147 -0.907 -0.134
C -0.40522 -0.66982 -0.42953 -1.779 -7.561 6.786 -0.309
C 1.60954 0.39891 -0.46370 -0.653 0.446 8.418 -0.616
C 2.81291 1.56224 1.19530 1.734 2.665 7.851 -0.799
C -3.06048 0.14108 -1.51075 -9.352 9.591 11.392 -0.283
C -3.38244 -1.72791 0.43259 3.154 0.498 -10.210 -0.104
H 3.96079 1.36453 3.20622 -0.983 2.821 -2.449 0.144
H -2.61515 0.83948 -0.71425 0.116 -0.734 -0.503 0.139
H -4.92539 -0.29083 0.00671 2.172 0.352 -0.833 0.132
H 4.46278 2.84572 1.98064 -0.683 -1.027 0.161 0.073
H -1.37810 0.01252 -2.68865 -1.154 -0.051 0.873 0.146
H -4.71848 -1.16490 -1.36962 1.172 -1.190 1.061 0.118
H -2.66572 -0.96615 -2.94882 -0.364 -1.662 -1.030 0.120
H -2.79271 -1.25784 1.03179 3.341 2.832 4.086 0.034
H -0.66128 -2.43851 -1.82833 -0.437 1.843 -0.062 0.171
H 0.61364 -0.25383 -1.97625 0.266 -0.012 -3.183 0.139
H 3.03318 3.01837 2.95156 -0.610 -0.285 -0.033 0.041
H -4.07376 -2.26181 0.81107 -4.426 -4.305 2.897 0.045
H -1.83123 -3.13883 0.19817 -0.694 -0.045 -2.138 0.147
H -3.65555 1.03087 -1.98778 0.739 -2.394 -0.100 0.167
H -2.88738 -2.95880 -1.24756 -5.308 -5.114 -6.747 0.007
```
Positions in Å, forces in eV/Å.

**Calculated total energy**: -1027.39025 a.u.
**Energy relative to the best compared isomer or geometry (same formula, charge and spin)**: 648.09 kJ/mol
**Charge**: 0

Formula: C10H15NO
Source: OMol25
Level of theory: wB97M-V/def2-TZVPD

Structure (XYZ):
```
27
Properties=species:S:1:pos:R:3:forces:R:3:lowdin_charge:R:1
O 1.91199 -2.26245 -0.05544 1.396 -0.283 0.085 0.069
N 3.45727 -0.15459 -0.53754 -1.048 -1.728 1.229 0.029
C -0.34456 -1.94207 0.07413 -2.286 0.827 0.483 0.027
C 2.43119 0.34907 0.42299 3.491 0.309 2.703 -0.198
C -1.28632 0.23898 0.03737 -1.059 -1.222 0.363 -0.191
C -0.01219 0.79249 0.13071 -0.235 -0.489 0.169 -0.191
C 0.21176 2.26980 0.18024 -2.201 1.959 -2.467 -0.049
C 1.08650 -0.06420 0.20599 -1.322 0.517 -0.747 -0.178
C 0.90706 -1.40723 0.09471 -1.375 -0.221 -0.396 -0.330
C -2.43609 1.12905 -0.35087 -0.465 2.264 0.602 -0.081
C -1.51940 -1.19677 0.09777 1.660 3.299 0.130 -0.191
C -2.94324 -1.70517 0.06760 1.406 1.472 -1.133 -0.039
H -3.36644 -1.21887 -0.86740 -0.033 -1.381 1.118 0.095
H -3.38259 0.63351 -0.59995 0.502 0.109 0.173 0.053
H -2.01990 1.58377 -1.25849 -0.760 0.258 -0.148 0.078
H -3.50982 -1.40793 0.95006 0.001 -0.125 -0.110 0.089
H -2.71930 -2.73691 0.02142 -1.124 -1.466 -0.289 0.058
H 4.30001 -0.39856 -0.05785 0.405 -0.340 0.542 0.083
H 2.64249 1.39767 0.50110 -0.673 0.736 0.182 0.101
H 3.72393 0.59901 -1.07235 0.481 1.801 -1.960 0.050
H -0.76942 2.88916 -0.21780 2.624 -1.609 0.923 0.119
H 2.67990 -0.04401 1.48846 0.064 0.461 -1.603 0.168
H 0.36360 2.63990 1.16318 0.249 0.243 1.053 0.066
H 2.60712 -1.67824 -0.43062 0.534 -0.625 -0.169 0.061
H -2.72351 2.05382 0.33386 0.719 -2.053 -1.018 0.118
H 1.06701 2.60990 -0.45128 -0.631 -0.308 0.439 0.085
H -0.35704 -2.96913 0.13002 -0.322 -2.405 -0.153 0.100
```
Positions in Å, forces in eV/Å.

**Calculated total energy**: -519.98586 a.u.
**Energy relative to the best compared isomer or geometry (same formula, charge and spin)**: 197.13 kJ/mol
**Charge**: 0